Record 1
106
Properties=species:S:1:pos:R:3 method="wB97M-V/def2-TZVPD" homo_ev="-9.827 / -9.860" gap_ev="6.55 / 4.33" e_above_lowest_kj_mol=75.3 spin_multiplicity=5 charge=+1 molar_mass_g_mol=1247.64 largest_force_ev_per_a=2.1 e_tot_ha=-12415.74120
Pt 1.175 0.260 -0.917
O 1.826 4.178 -1.617
C 1.056 4.643 -2.628
C 1.153 5.975 -3.019
C 0.420 6.429 -4.098
C -0.445 5.579 -4.772
C -0.596 4.271 -4.348
C 0.143 3.800 -3.276
C -0.032 2.388 -2.724
O 1.155 1.799 -2.547
N -0.753 2.537 -1.419
N -0.079 2.180 -0.337
C -0.188 2.802 0.787
C 0.543 2.450 1.958
Br 1.795 0.977 1.750
C 0.568 3.084 3.150
C -0.274 4.152 3.643
C 0.240 4.969 4.659
C -0.506 6.005 5.182
C -1.795 6.238 4.726
C -2.334 5.413 3.750
C -1.588 4.377 3.220
H 1.818 3.194 -1.708
H 1.813 6.629 -2.471
H 0.528 7.452 -4.421
H -1.006 5.940 -5.620
H -1.296 3.615 -4.845
H -0.714 1.815 -3.382
H -1.325 3.379 -1.358
H -0.793 3.707 0.847
H 1.336 2.771 3.846
H 1.244 4.801 5.018
H -0.084 6.627 5.956
H -2.381 7.045 5.141
H -3.346 5.573 3.408
H -2.048 3.713 2.504
Br 3.173 -4.397 -2.084
C 4.144 -2.884 -1.523
C 5.506 -2.987 -1.302
C 6.246 -1.868 -0.990
Br 8.091 -2.082 -0.623
C 5.647 -0.583 -0.950
C 6.351 0.625 -0.793
C 5.663 1.813 -0.796
C 4.268 1.790 -0.921
N 3.585 0.677 -1.051
C 4.240 -0.494 -1.100
C 3.437 -1.671 -1.361
O 2.181 -1.620 -1.483
H 5.983 -3.951 -1.386
H 7.425 0.605 -0.683
H 6.176 2.756 -0.691
H 3.712 2.716 -0.918
C -6.663 -4.261 0.116
C -5.432 -3.457 0.387
C -5.268 -2.177 -0.125
C -4.093 -1.467 0.077
C -3.975 -0.079 -0.484
C -3.034 -2.064 0.774
As -1.303 -1.062 0.751
N -0.732 -0.994 -0.946
C -1.159 -1.385 -2.155
C -2.228 -2.290 -2.370
C -2.585 -2.684 -3.640
C -1.907 -2.201 -4.754
C -0.831 -1.339 -4.570
C -0.462 -0.942 -3.307
C 0.119 -2.219 1.520
C 0.597 -1.926 2.800
C -0.121 -1.004 3.744
C 1.731 -2.576 3.265
C 2.399 -3.517 2.499
C 3.648 -4.169 3.002
C 1.838 -3.877 1.284
C 0.700 -3.259 0.787
C 0.098 -3.791 -0.474
C -3.240 -3.289 1.418
C -2.258 -3.877 2.385
C -4.424 -3.975 1.187
H -7.357 -3.714 -0.515
H -7.161 -4.517 1.049
H -6.397 -5.193 -0.382
H -6.067 -1.721 -0.694
H -4.964 0.320 -0.693
H -3.404 -0.077 -1.416
H -3.471 0.578 0.232
H -2.764 -2.695 -1.527
H -3.407 -3.374 -3.773
H -2.202 -2.501 -5.750
H -0.277 -0.973 -5.423
H 0.398 -0.297 -3.166
H -0.738 -0.278 3.206
H 0.591 -0.483 4.378
H -0.776 -1.580 4.400
H 2.093 -2.340 4.255
H 4.049 -3.622 3.852
H 4.401 -4.207 2.216
H 3.440 -5.194 3.314
H 2.295 -4.667 0.706
H 0.429 -4.810 -0.661
H 0.416 -3.187 -1.321
H -0.991 -3.784 -0.417
H -1.831 -3.092 3.006
H -1.447 -4.401 1.879
H -2.762 -4.592 3.031
H -4.565 -4.937 1.659

---

Record 2
80
Properties=species:S:1:pos:R:3 method="wB97M-V/def2-TZVPD" homo_ev="-9.702 / -9.700" gap_ev="6.47 / 2.10" e_above_lowest_kj_mol=0.0 spin_multiplicity=2 charge=+1 molar_mass_g_mol=536.73 largest_force_ev_per_a=3.9 e_tot_ha=-1681.00558
N -4.176 2.233 -4.636
C -4.658 2.832 -3.596
C -3.640 3.096 -2.695
C -2.513 2.592 -3.296
C -2.842 1.899 -4.450
H -4.799 1.939 -5.374
H -5.732 2.931 -3.535
H -3.714 3.576 -1.731
H -1.498 2.710 -2.948
H -2.214 1.358 -5.143
N 2.776 0.968 3.284
C 3.501 0.318 2.326
C 3.723 -0.981 2.758
C 3.345 -1.063 4.083
C 2.630 0.141 4.390
H 2.345 1.867 3.123
H 3.723 0.817 1.394
H 4.193 -1.805 2.241
H 3.505 -1.976 4.637
H 2.097 0.567 5.227
N 0.597 -5.052 1.513
C 0.949 -5.851 0.486
C 2.151 -5.384 0.078
C 2.534 -4.276 0.792
C 1.517 -3.986 1.629
H -0.264 -5.102 2.038
H 0.340 -6.690 0.185
H 2.715 -5.893 -0.689
H 3.462 -3.735 0.678
H 1.351 -3.261 2.412
N 1.106 -0.160 0.258
C -0.010 0.679 0.087
C -0.540 0.434 -1.190
C 0.228 -0.582 -1.743
C 1.250 -0.933 -0.867
H 1.705 -0.064 1.066
H -0.255 1.342 0.903
H -1.417 0.835 -1.676
H -0.063 -1.048 -2.672
H 2.051 -1.658 -0.883
N -4.277 -0.245 -2.487
C -3.690 -1.454 -2.183
C -4.783 -2.275 -1.826
C -5.962 -1.542 -1.970
C -5.618 -0.305 -2.366
H -3.794 0.627 -2.653
H -2.614 -1.467 -2.275
H -4.636 -3.204 -1.296
H -6.974 -1.876 -1.796
H -6.189 0.569 -2.643
N 2.167 2.255 -1.710
C 3.169 1.579 -2.395
C 3.997 2.504 -2.962
C 3.495 3.811 -2.703
C 2.442 3.618 -1.845
H 1.344 1.824 -1.313
H 3.241 0.503 -2.444
H 4.890 2.341 -3.547
H 3.938 4.739 -3.034
H 1.827 4.333 -1.319
N 3.086 4.232 3.244
C 2.769 4.058 1.931
C 1.385 3.829 1.836
C 0.918 3.747 3.197
C 1.961 3.955 3.998
H 4.009 4.360 3.634
H 3.599 4.284 1.278
H 0.856 3.753 0.898
H -0.075 3.501 3.544
H 1.989 4.010 5.076
N -1.423 -2.200 1.040
C -1.085 -2.191 2.356
C -1.683 -3.267 2.906
C -2.467 -3.876 1.936
C -2.276 -3.229 0.769
H -0.993 -1.760 0.239
H -0.494 -1.354 2.697
H -1.679 -3.654 3.914
H -3.153 -4.706 2.018
H -2.675 -3.462 -0.207

---

Record 3
15
Properties=species:S:1:pos:R:3 method="wB97M-V/def2-TZVPD" homo_ev=-3.766 gap_ev=6.05 e_above_lowest_kj_mol=883.0 charge=-1 molar_mass_g_mol=102.11 largest_force_ev_per_a=5.8 e_tot_ha=-362.18792
O 2.496 -1.088 0.570
C 1.645 0.041 0.685
C 0.517 -0.177 -0.445
C -0.342 -1.377 -0.227
N 0.146 1.077 0.166
C -1.466 1.434 -0.255
O -1.710 1.432 -1.526
H 1.095 -0.037 1.726
H 2.191 0.932 0.521
H -1.346 -1.506 -0.651
H 0.014 -2.388 -0.619
H -0.393 -1.430 0.904
H 0.787 -0.226 -1.519
H -1.684 2.550 0.198
H -1.949 0.763 0.470

---

Record 4
21
Properties=species:S:1:pos:R:3 method="wB97M-V/def2-TZVPD" homo_ev=-8.916 gap_ev=9.63 e_above_lowest_kj_mol=133.1 smiles=NCCCCN.O charge=0 molar_mass_g_mol=106.17 largest_force_ev_per_a=1.2 e_tot_ha=-345.52548
N 0.390 1.723 1.131
C 0.620 1.598 -0.294
C -0.133 0.465 -0.960
C 0.549 -0.899 -0.822
C 1.006 -1.558 -2.146
N 0.967 -3.012 -2.187
H -0.181 2.498 1.416
H 0.126 0.876 1.607
H 1.691 1.404 -0.449
H 0.449 2.554 -0.802
H -0.218 0.697 -2.031
H -1.179 0.401 -0.641
H -0.087 -1.636 -0.306
H 1.420 -0.874 -0.144
H 0.407 -1.181 -2.968
H 2.017 -1.236 -2.380
H 0.003 -3.306 -2.113
H 1.469 -3.415 -1.403
O -2.807 1.502 4.159
H -2.904 1.559 5.116
H -1.982 1.017 3.980

---

Record 5
21
Properties=species:S:1:pos:R:3 method="wB97M-V/def2-TZVPD" homo_ev=-17.680 gap_ev=9.94 e_above_lowest_kj_mol=285.4 charge=+2 molar_mass_g_mol=102.98 largest_force_ev_per_a=3.7 e_tot_ha=-311.14440
B 1.366 -0.282 0.013
C 3.445 1.312 0.628
C 0.754 -1.657 0.150
C -1.769 0.619 -0.230
N 2.302 0.656 -0.110
N -0.581 -1.917 0.613
N -3.169 0.705 -0.768
H 4.261 1.488 -0.093
H 3.085 2.371 1.002
H 3.844 0.725 1.463
H 1.586 -2.211 0.488
H 0.892 -2.005 -0.969
H -1.068 1.318 -0.661
H -1.667 0.830 0.841
H 2.230 1.192 -1.043
H -0.672 -2.958 0.637
H -0.639 -1.387 1.507
H -1.340 -0.352 -0.356
H -3.330 0.963 -1.809
H -3.657 -0.098 -0.490
H -3.566 1.456 -0.208

---

Record 6
67
Properties=species:S:1:pos:R:3 method="wB97M-V/def2-TZVPD" homo_ev=-6.743 gap_ev=5.34 e_above_lowest_kj_mol=0.0 charge=0 molar_mass_g_mol=482.39 largest_force_ev_per_a=3.0 e_tot_ha=-1558.98272
C 6.555 -0.726 0.307
C 5.227 -0.135 0.356
C 4.810 1.186 0.458
C 3.414 1.184 0.187
C 2.999 -0.147 0.054
B 1.831 -1.006 -0.771
O 0.802 -1.617 0.067
C -0.152 -2.207 -0.794
C 0.254 -2.020 -2.293
C -0.796 -2.582 -3.226
C 1.648 -2.696 -2.397
O 2.581 -2.046 -1.538
C 0.536 -0.521 -2.636
O 1.328 0.072 -1.637
O 4.144 -0.940 0.144
H 7.300 0.069 0.405
H 6.718 -1.449 1.115
H 6.735 -1.244 -0.644
H 5.437 2.043 0.675
H 2.775 2.056 0.102
H -0.212 -3.288 -0.564
H -1.143 -1.762 -0.607
H -0.705 -2.138 -4.224
H -0.687 -3.668 -3.312
H -1.809 -2.363 -2.866
H 1.573 -3.764 -2.114
H 2.024 -2.644 -3.432
H 1.091 -0.469 -3.591
H -0.397 0.046 -2.762
C -0.690 -2.472 4.437
N -0.679 -1.173 3.791
C 0.301 -0.746 2.942
C -0.141 0.417 2.276
C 0.333 0.969 1.058
C -0.619 1.205 0.068
C -1.802 0.436 -0.124
N -2.452 0.836 -1.248
C -3.567 0.125 -1.855
C -1.808 1.969 -1.767
C -0.678 2.246 -0.962
C 0.044 3.407 -1.193
C -0.358 4.233 -2.258
C -1.434 3.893 -3.091
C -2.192 2.741 -2.849
C -1.417 0.775 2.892
C -1.742 -0.261 3.798
C -3.024 -0.434 4.322
C -4.005 0.482 3.928
C -3.687 1.557 3.083
C -2.384 1.717 2.577
H -1.581 -2.539 5.066
H -0.720 -3.275 3.683
H 0.216 -2.595 5.044
H 1.205 -1.309 2.749
H 1.337 1.347 0.993
H -2.224 -0.341 0.512
H -3.715 0.492 -2.875
H -3.341 -0.953 -1.875
H -4.487 0.282 -1.278
H 0.867 3.648 -0.518
H 0.169 5.167 -2.439
H -1.703 4.549 -3.918
H -3.051 2.439 -3.454
H -3.249 -1.261 4.996
H -5.028 0.371 4.291
H -4.459 2.271 2.794
H -2.114 2.561 1.940

---

Record 7
48
Properties=species:S:1:pos:R:3 method="wB97M-V/def2-TZVPD" homo_ev="3.614 / -1.244" gap_ev="1.56 / 5.38" spin_multiplicity=5 charge=-2 molar_mass_g_mol=396.34 largest_force_ev_per_a=8.1 e_tot_ha=-1000.64040
Rh -0.485 -0.649 0.521
C 2.782 -0.896 1.965
C 3.330 -0.724 0.659
C 3.168 0.645 0.289
H 3.784 -1.500 0.046
C 2.502 1.316 1.361
C 2.265 0.362 2.396
H 1.787 0.572 3.350
H 2.783 -1.819 2.543
H 3.490 1.105 -0.642
H 2.237 2.371 1.390
C -1.233 -2.242 1.431
C -0.554 -1.403 2.370
C -1.158 -0.102 2.329
H 0.279 -1.703 2.999
C -2.231 -0.147 1.375
C -2.280 -1.474 0.827
H -2.970 -1.833 0.064
H -1.026 -3.293 1.251
H -0.845 0.766 2.904
H -2.896 0.676 1.117
O 0.013 1.265 -0.360
C -1.594 3.316 -0.462
C -0.984 2.861 -1.721
C -0.805 4.013 0.552
C -3.059 3.222 -0.320
C -0.612 1.364 -1.575
H -0.056 3.423 -1.908
H -1.666 2.978 -2.570
H -1.540 0.730 -1.631
H 0.072 1.064 -2.406
H -0.555 5.051 0.261
H 0.143 3.483 0.732
H -1.364 4.072 1.498
H -3.597 4.033 -0.847
H -3.350 3.294 0.737
H -3.441 2.273 -0.729
C 1.184 -4.200 -2.523
C 1.508 -4.259 -1.159
C 1.143 -3.203 -0.305
C 0.415 -2.153 -0.818
C 0.134 -2.034 -2.162
C 0.508 -3.083 -3.026
H 1.459 -5.021 -3.188
H 2.037 -5.122 -0.753
H 1.414 -3.231 0.752
H -0.393 -1.152 -2.529
H 0.258 -3.015 -4.086

---

Record 8
19
Properties=species:S:1:pos:R:3 method="wB97M-V/def2-TZVPD" homo_ev=-9.384 gap_ev=10.10 e_above_lowest_kj_mol=420.3 charge=0 molar_mass_g_mol=104.15 largest_force_ev_per_a=6.6 e_tot_ha=-344.22493
C 0.842 -1.846 -0.282
C 1.675 -0.451 0.018
C 1.298 1.900 0.023
C -3.246 -0.034 0.800
H -0.069 -1.605 -1.051
H 0.746 -2.560 0.593
H 1.485 -2.427 -0.927
H 0.010 0.129 -0.495
H 2.277 2.554 -0.654
H 0.455 2.510 -0.436
H 1.288 2.066 1.079
H -3.513 -0.828 -0.909
H -3.256 0.969 -1.020
H -2.463 0.917 1.169
H -4.288 0.071 1.360
H -2.843 -1.070 1.027
N 0.945 0.578 -0.618
N -3.063 0.099 -0.588
O 2.697 -0.359 0.668